1.
Computed, not measured: C42H53AsBrN6NiO2P2 as an isolated structure in a non-equilibrium geometry, with wB97M-V/def2-TZVPD.

Each line ends with the Mulliken charge.
Element x y z (Å)
Br: -0.64325 -2.54779 -2.21581  0.009
As: 0.52619 -1.40681 4.84762  0.285
Ni: -0.83505 -0.07224 -1.42488  -0.558
P: -1.68451 0.62094 -3.50992  1.891
P: 0.41634 0.03717 0.47649  0.661
O: 3.85405 -2.36476 -4.77040  -0.499
O: -2.35325 0.96399 -0.61542  -0.148
N: -1.67612 0.81621 -6.26224  0.211
N: -3.66936 1.58190 -5.16526  0.206
N: 0.95923 -0.38480 -2.62788  1.924
N: -4.03775 -0.20368 0.42903  0.328
N: -3.77478 2.09425 0.71807  0.268
N: -1.65241 2.94381 -5.08519  0.143
C: 2.05139 -2.12889 0.10876  -0.891
C: 0.90389 -0.31227 3.22910  -1.006
C: -0.08662 -0.65201 2.12832  -1.540
C: 0.90925 -1.69356 -2.89578  0.343
C: 0.61488 -5.41575 3.53329  -0.620
C: 2.80827 -4.51123 3.13905  -0.835
C: 3.02853 -0.31031 -3.82211  -0.953
C: 4.46266 -0.80024 0.39011  -1.122
C: -1.12726 2.12412 -6.27652  -0.772
C: -5.48534 -0.28668 0.60273  -1.234
C: 0.20595 -4.19233 4.05183  -0.406
C: -4.63922 2.18389 1.89239  -1.193
C: 1.66792 3.90151 0.06949  -1.058
C: -0.07461 2.49903 1.71947  -0.780
C: 2.40476 -3.28825 3.65562  0.049
C: -1.18231 -0.03473 -5.18725  -1.170
C: 3.91658 0.46028 6.55200  -0.692
C: -3.38194 -1.49477 0.29814  -0.623
C: 3.23815 -2.84119 0.06440  -1.323
C: 2.48946 -1.89984 6.85954  -0.468
C: 2.02049 0.28286 -3.09783  -1.111
C: 3.27483 -0.08514 0.45320  -0.567
C: 2.09584 -0.97056 5.89829  0.306
C: 0.98467 4.56296 1.08174  -0.856
C: -3.19263 2.91564 -5.11989  -0.735
C: 3.60181 -1.65709 7.64829  -0.633
C: -1.13881 2.38723 -3.80130  -1.658
C: 0.64530 1.81686 0.73997  0.851
C: -3.36088 0.94213 0.16268  0.219
C: 2.80426 0.21939 5.75812  -0.001
C: 2.05750 -0.74542 0.30092  2.006
C: 4.31155 -0.47251 7.49941  -0.473
C: 1.09625 -3.12915 4.11112  0.072
C: -3.22445 3.36948 0.26905  -1.001
C: -3.13677 0.87016 -6.32466  -0.919
C: 4.44826 -2.17334 0.19257  -0.825
C: 2.95393 -1.68452 -4.08873  0.550
C: 1.91627 -5.57362 3.07869  -0.564
C: 1.84530 -2.39343 -3.60577  -0.877
C: -3.48812 0.85045 -3.91961  -1.254
C: 0.10098 3.86298 1.89195  -1.118
C: 1.48110 2.54087 -0.11370  -0.343
H: 3.87040 0.28072 -4.15846  0.467
H: -3.99512 1.36888 -3.10341  0.452
H: 3.30153 0.97463 0.66196  0.639
H: -0.80318 -4.07239 4.42931  0.430
H: -5.87979 -1.02410 -0.09845  0.375
H: -2.87152 3.93598 1.12984  0.366
H: -1.09212 -0.30284 2.37833  1.007
H: -5.96187 0.66590 0.39609  0.382
H: 4.58916 -1.82565 -5.09179  0.354
H: -3.54128 -0.13937 -6.35986  0.399
H: 3.90813 -2.38645 8.38612  0.402
H: 2.35245 4.44595 -0.56809  0.536
H: 2.23917 -6.53267 2.69465  0.451
H: -0.09522 -0.11789 -5.25721  0.421
H: 1.10901 -2.65922 0.02993  0.468
H: -3.75362 -2.05441 -0.56515  0.329
H: -3.57244 -2.08528 1.19544  0.394
H: -0.04846 2.42121 -3.82155  0.544
H: -5.75409 -0.61292 1.60873  0.365
H: 2.49252 0.96309 5.03322  0.317
H: 3.21731 -3.91616 -0.05869  0.583
H: -3.50172 3.46986 -6.00622  0.349
H: -5.63449 2.54851 1.63419  0.360
H: -4.19806 2.89524 2.58992  0.385
H: -1.47959 3.00416 -2.96775  0.459
H: 3.11623 -2.47198 3.72481  0.453
H: -1.42414 2.65012 -7.18372  0.348
H: -2.38771 3.20030 -0.39916  0.194
H: 2.01083 2.02278 -0.90279  0.449
H: -1.34542 3.91410 -5.18382  0.381
H: 5.37932 -2.72376 0.15955  0.559
H: 0.85444 0.73940 3.50254  0.570
H: -3.43586 1.39438 -7.23295  0.340
H: -1.60349 -1.03453 -5.30832  0.520
H: -3.99314 3.96123 -0.23332  0.339
H: 4.47213 1.38179 6.43418  0.397
H: 2.05736 1.34278 -2.87962  0.283
H: 5.15920 -0.26608 8.13909  0.391
H: 1.92141 -2.81434 6.98941  0.388
H: -0.03975 2.10066 -6.20408  0.389
H: -3.54281 3.42930 -4.22469  0.400
H: -2.30842 -1.36464 0.19960  -0.148
H: -0.76513 1.96827 2.36437  0.469
H: 1.92648 -0.53740 2.92726  0.541
H: -4.71847 1.22513 2.39194  0.413
H: 1.76028 -3.45443 -3.79674  0.608
H: 3.83017 -4.63890 2.80117  0.512
H: 5.40287 -0.27705 0.50557  0.490
H: -0.44911 4.38397 2.66469  0.593
H: -0.14656 -1.73603 1.98953  0.915
H: -0.07952 -6.24506 3.50204  0.476
H: -3.94156 -0.13789 -4.01559  0.525
H: 1.14285 5.62189 1.23661  0.471

Properties
- gap between HOMO and LUMO (spin up / spin down) (Ha) = 0.170 / 0.170
- charge = +3
- highest occupied orbital energy (spin up / spin down) (eV) = -13.48 / -13.48



2.
Computed, not measured: C42H53BiGe2N3O4STe2 as an isolated structure, with wB97M-V/def2-TZVPD.

Each line ends with the Mulliken charge.
Element x y z (Å)
Bi: -1.87601 -0.54034 -0.56000  0.387
Te: -0.21887 -2.73037 -2.67539  0.359
Te: 2.08790 -3.16036 2.56245  1.019
Ge: -0.80964 1.94353 -1.10498  -1.143
Ge: -0.92265 3.82507 0.46396  1.086
S: -3.52932 0.90549 1.09306  0.191
O: 5.50986 1.34847 3.98509  -0.625
O: 4.53666 1.10314 5.89176  -0.625
O: -0.08779 -0.93702 0.80929  -0.678
O: -1.34397 -0.36130 2.55819  -0.602
N: 4.55062 1.09430 4.68197  1.231
N: -4.23428 -0.12832 -1.78829  0.129
N: -4.26400 -2.12011 0.34590  -0.008
C: -1.81358 2.31138 -2.76455  1.191
C: 3.60171 -2.80277 5.02345  -0.797
C: 2.73397 -3.52233 0.62432  0.592
C: 5.85482 -2.03633 5.33106  -0.530
C: 1.32788 -2.24138 -4.04220  -0.851
C: 1.03862 -0.01695 4.10652  -0.918
C: 2.31348 -4.73691 0.08612  -0.732
C: -0.25826 -0.47300 2.00410  0.059
C: -1.95107 1.32602 -3.74741  -0.392
C: -0.08260 3.30466 2.14858  -1.130
C: 2.83769 0.82204 -2.99440  -0.887
C: 1.08493 1.68344 -1.56225  0.891
C: 0.03800 5.27409 -0.42720  -1.140
C: 2.14180 0.25987 1.96894  1.157
C: 1.01483 -0.08756 2.71443  0.737
C: -5.34949 -2.04580 -0.62823  -0.993
C: 4.99200 -2.27548 3.09736  -0.040
C: 3.29850 0.70885 3.99176  -0.712
C: -2.73204 4.44317 0.86978  -1.311
C: 2.19836 0.36681 4.75963  -0.830
C: 6.02831 -1.94854 3.95306  -0.713
C: -4.90090 -1.43262 -1.95265  -0.568
C: 3.78064 -2.70584 3.63904  0.690
C: -2.69977 1.54656 -4.89598  -0.544
C: 3.54246 -2.65261 -0.10337  0.156
C: 3.96810 -3.03151 -1.36604  -0.946
C: 4.64831 -2.46679 5.86600  -0.662
C: -5.11600 0.91648 -1.24100  -1.426
C: -4.53646 -1.67276 1.70268  -1.139
C: -4.79595 -0.17505 1.82345  -0.784
C: 3.29419 0.68495 2.61032  -0.973
C: 2.75044 -5.10235 -1.17921  -0.729
C: 3.80291 1.45374 -2.22129  -0.897
C: 2.06834 2.31211 -0.79886  -0.338
C: 1.49473 0.93203 -2.66344  -0.223
C: -3.20910 3.75862 -4.12235  -0.796
C: -4.42698 1.79199 -0.21068  0.691
C: -2.45383 3.53056 -2.97834  0.075
C: -1.58467 -3.32176 -4.19256  -1.109
C: 3.58292 -4.25727 -1.89623  -0.587
C: -3.33737 2.76639 -5.08238  -0.733
C: 3.41503 2.20104 -1.12058  -1.018
H: 2.66059 -3.13371 5.44662  0.427
H: 4.15718 2.71461 -0.52300  0.549
H: 6.97161 -1.61136 3.54712  0.429
H: 4.52106 -2.53923 6.93682  0.429
H: 2.44518 -6.05140 -1.59753  0.444
H: -3.66182 -1.91841 2.30737  0.398
H: 0.97959 -1.48080 -4.73601  0.489
H: -3.91881 2.94596 -5.97620  0.419
H: -3.30185 4.70779 -0.01936  0.340
H: 4.17726 0.98291 2.06343  0.646
H: -0.65320 2.50265 2.61917  0.267
H: -2.36560 4.32836 -2.24986  0.238
H: -5.14102 2.45886 0.27415  0.763
H: 0.98229 4.94257 -0.85317  0.358
H: -5.98575 0.44463 -0.78861  0.397
H: -4.83296 0.08740 2.87992  0.608
H: -1.11282 -4.10507 -4.77828  0.426
H: 2.16779 -1.86598 -3.46775  -0.200
H: 1.67489 -5.40873 0.64573  0.414
H: -3.27946 3.70532 1.45174  0.341
H: 3.82544 -1.68427 0.28912  0.353
H: 4.60940 -2.37032 -1.93407  0.465
H: 0.14479 -0.26724 4.66193  0.558
H: 3.13508 0.26455 -3.87333  0.674
H: -2.63820 5.34177 1.48128  0.534
H: -3.66660 2.41871 -0.67788  -0.683
H: -0.08252 4.16908 2.81342  0.592
H: -1.83163 -2.47177 -4.82176  0.300
H: 3.93342 -4.55265 -2.87597  0.476
H: 1.61017 -3.14569 -4.57393  0.560
H: 1.79517 2.90324 0.06513  0.214
H: -1.45822 0.36128 -3.63124  -0.019
H: -2.77897 0.77433 -5.65067  0.478
H: -5.77088 -1.35001 -2.61387  0.413
H: 2.26013 0.41801 5.83685  0.579
H: -2.48197 -3.71716 -3.72444  0.354
H: -5.77048 -3.03161 -0.84656  0.550
H: 5.14049 -2.20443 2.02955  0.423
H: -0.56361 5.70787 -1.22435  0.375
H: -3.89629 0.18725 -2.69408  -0.011
H: -4.18694 -2.10053 -2.44180  0.111
H: 2.09637 0.21709 0.88958  0.553
H: 0.94627 2.97099 2.02381  0.269
H: 0.24351 6.05471 0.30605  0.483
H: -3.69215 4.71576 -4.26638  0.469
H: -3.85859 -3.04527 0.36928  0.290
H: -5.49928 1.55748 -2.04005  0.511
H: -5.75024 0.11861 1.38714  0.499
H: -5.40027 -2.17291 2.16120  0.390
H: 6.66713 -1.76208 5.98998  0.422
H: 4.84814 1.38289 -2.49077  0.455
H: 0.75950 0.44807 -3.29459  0.330
H: -6.17578 -1.47351 -0.20326  0.342

Properties
- 2S+1 = 2
- gap between HOMO and LUMO (spin up / spin down) (Ha) = 0.267 / 0.169
- relative energy (zero: lowest compared OMol25 entry of this formula, charge and spin) (kcal per mole) = 14.6
- charge = +2
- highest occupied orbital energy (spin up / spin down) (eV) = -12.24 / -12.24
- expectation value of S² = 0.761